261
Properties=species:S:1:pos:R:3:lowdin_charge:R:1 method="wB97M-V/def2-TZVPD" s_squared=6.005 gap_ev="10.5 / 8.8" e_lumo_ev="-10.1 / -10.1" spin_multiplicity=5 homo_energy_ev="-20.6 / -18.9" total_charge=+6 energy_ha=-6237.08824
Fe -0.072 -0.523 -1.576 0.9818
C 7.942 2.643 2.638 -0.0630
C 6.699 2.965 1.804 -0.2447
C 5.948 4.299 2.040 -0.0859
N 4.955 4.629 0.849 -0.1948
C 3.878 3.420 0.926 -0.0343
C 2.817 3.702 -0.156 -0.1577
C 3.465 3.708 -1.568 -0.1603
C 4.557 4.773 -1.760 -0.1433
C 5.617 4.819 -0.570 -0.0530
C 4.321 5.955 1.198 0.0086
H 8.559 3.531 2.779 0.0900
H 8.530 1.861 2.158 0.0706
H 7.681 2.264 3.626 0.0839
H 5.934 2.214 2.000 0.0904
H 6.947 2.802 0.755 0.0851
H 6.662 5.114 2.165 0.1379
H 5.388 4.226 2.972 0.1287
H 4.335 2.479 0.621 0.1162
H 3.500 3.453 1.948 0.1181
H 2.085 2.895 -0.145 0.0954
H 2.176 4.583 -0.109 0.0930
H 4.046 2.797 -1.717 0.1131
H 2.833 3.916 -2.431 0.1110
H 5.142 4.736 -2.679 0.1313
H 4.044 5.734 -1.741 0.1002
H 6.307 4.014 -0.822 0.1111
H 6.314 5.656 -0.609 0.1394
H 5.066 6.751 1.220 0.1230
H 3.904 5.810 2.194 0.0945
H 3.523 6.165 0.485 0.0904
C -4.501 0.132 3.716 -0.1007
C -4.494 -0.457 2.350 -0.2191
C -5.748 -1.366 2.211 -0.0905
N -6.087 -1.986 0.814 -0.2095
C -7.179 -3.123 1.040 -0.0462
C -7.490 -4.027 -0.201 -0.1264
C -6.167 -4.683 -0.635 -0.1860
C -5.040 -3.707 -0.864 -0.1684
C -4.798 -2.739 0.295 -0.0940
C -6.483 -0.917 -0.271 0.0634
H -3.539 0.519 4.053 0.0590
H -4.627 -0.637 4.478 0.0858
H -5.266 0.896 3.853 0.0983
H -3.588 -1.007 2.098 0.0802
H -4.570 0.374 1.649 0.1130
H -6.712 -0.909 2.436 0.1372
H -5.681 -2.223 2.880 0.1275
H -6.881 -3.725 1.898 0.1325
H -7.996 -2.477 1.362 0.1286
H -8.266 -4.776 -0.045 0.1326
H -7.903 -3.503 -1.063 0.1107
H -5.909 -5.442 0.104 0.1230
H -6.327 -5.171 -1.596 0.1170
H -4.106 -4.251 -1.004 0.1019
H -5.219 -3.067 -1.729 0.0926
H -4.528 -3.209 1.241 0.1128
H -4.079 -1.939 0.119 0.1030
H -6.795 -1.410 -1.192 0.0915
H -5.686 -0.196 -0.453 0.0807
H -7.309 -0.367 0.179 0.1062
C 4.373 -3.314 2.508 -0.0427
C 4.510 -2.629 1.103 -0.2316
C 5.811 -2.798 0.356 -0.0922
N 5.905 -1.948 -0.985 -0.2041
C 6.190 -0.469 -0.633 -0.0918
C 7.576 -0.307 -0.039 -0.1651
C 8.752 -0.825 -0.946 -0.1311
C 8.532 -2.362 -1.164 -0.1216
C 7.081 -2.613 -1.813 -0.0604
C 4.689 -2.065 -1.925 0.0297
H 4.088 -4.327 2.223 0.0599
H 3.516 -2.911 3.046 0.0465
H 5.299 -3.305 3.082 0.0885
H 4.454 -1.551 1.250 0.0802
H 3.687 -2.843 0.420 0.1015
H 5.899 -3.846 0.072 0.1368
H 6.626 -2.464 0.998 0.1189
H 5.393 -0.280 0.087 0.0991
H 5.977 0.165 -1.494 0.1401
H 7.617 -0.759 0.952 0.1094
H 7.842 0.726 0.188 0.0903
H 9.719 -0.629 -0.482 0.1236
H 8.672 -0.418 -1.953 0.1185
H 8.588 -2.960 -0.254 0.1079
H 9.244 -2.718 -1.908 0.1227
H 6.864 -3.681 -1.843 0.1219
H 7.002 -2.203 -2.820 0.1294
H 3.868 -1.592 -1.387 0.0739
H 4.490 -3.117 -2.129 0.1218
H 4.840 -1.457 -2.817 0.1123
C -3.948 7.358 -0.757 -0.0953
C -3.571 7.221 -2.199 -0.2081
C -2.162 6.534 -2.311 -0.1096
N -1.480 6.318 -3.706 -0.2104
C -0.117 5.523 -3.573 -0.0397
C -0.509 4.006 -3.206 -0.1481
C -1.425 3.358 -4.260 -0.1638
C -2.799 4.175 -4.328 -0.1205
C -2.380 5.596 -4.754 -0.0917
C -1.132 7.730 -4.277 0.0263
H -4.937 7.784 -0.583 0.1007
H -3.274 8.069 -0.278 0.0768
H -3.783 6.420 -0.228 0.0637
H -3.497 8.210 -2.653 0.1195
H -4.300 6.651 -2.775 0.1143
H -2.162 5.561 -1.820 0.0998
H -1.423 7.101 -1.746 0.1162
H 0.405 5.985 -2.735 0.1136
H 0.448 5.588 -4.503 0.1340
H -0.902 3.976 -2.190 0.0924
H 0.381 3.377 -3.193 0.1040
H -1.740 2.371 -3.921 0.0919
H -0.889 3.331 -5.209 0.1166
H -3.298 4.103 -3.361 0.1099
H -3.489 3.735 -5.049 0.1200
H -3.277 6.196 -4.906 0.1299
H -1.834 5.560 -5.697 0.1414
H -1.939 8.289 -4.751 0.1119
H -0.582 7.591 -5.207 0.1044
H -0.586 8.320 -3.540 0.1110
C 0.324 6.827 6.781 -0.0624
C 0.441 6.417 5.317 -0.2322
C -0.922 6.245 4.542 -0.0783
N -0.770 5.960 3.044 -0.2227
C -1.966 5.227 2.437 -0.0888
C -2.074 3.744 2.922 -0.1331
C -0.801 2.927 2.650 -0.1798
C 0.358 3.719 3.255 -0.1619
C 0.478 5.135 2.711 -0.1125
C -0.682 7.325 2.270 0.0631
H 1.285 7.101 7.218 0.0949
H -0.177 6.013 7.304 0.0886
H -0.293 7.725 6.791 0.0873
H 0.914 5.435 5.338 0.0857
H 1.093 7.037 4.703 0.1057
H -1.496 7.166 4.639 0.1361
H -1.468 5.431 5.019 0.1269
H -2.873 5.802 2.621 0.1444
H -1.941 5.208 1.348 0.1162
H -2.280 3.667 3.989 0.1119
H -2.890 3.268 2.378 0.1172
H -0.858 1.903 3.020 0.1006
H -0.667 2.738 1.585 0.1049
H 0.311 3.671 4.343 0.1140
H 1.279 3.173 3.052 0.1041
H 1.426 5.482 3.124 0.1144
H 0.554 5.208 1.626 0.1213
H 0.306 7.750 2.447 0.1082
H -1.418 8.071 2.568 0.1181
H -0.820 6.940 1.259 0.0815
C -1.297 0.463 -6.888 -0.0586
C -2.711 0.021 -6.380 -0.1813
C -2.833 -1.533 -6.100 -0.0729
N -4.228 -2.008 -5.602 -0.2038
C -4.062 -3.595 -5.365 -0.0553
C -5.410 -4.249 -4.981 -0.1326
C -6.568 -3.837 -5.981 -0.1690
C -6.624 -2.377 -6.235 -0.1820
C -5.271 -1.774 -6.674 -0.0974
C -4.590 -1.319 -4.260 0.0345
H -0.947 1.121 -6.092 0.0450
H -1.400 1.028 -7.814 0.0784
H -0.635 -0.336 -7.221 0.0862
H -3.447 0.299 -7.134 0.1005
H -2.855 0.580 -5.456 0.0815
H -2.258 -1.771 -5.205 0.1070
H -2.619 -2.219 -6.920 0.1393
H -3.574 -4.149 -6.167 0.1399
H -3.368 -3.785 -4.546 0.1107
H -5.241 -5.325 -4.995 0.1246
H -5.707 -3.917 -3.986 0.0803
H -6.437 -4.416 -6.895 0.1266
H -7.537 -4.166 -5.606 0.1222
H -7.294 -2.140 -7.061 0.1334
H -7.091 -1.809 -5.431 0.1147
H -4.915 -2.134 -7.640 0.1514
H -5.420 -0.699 -6.765 0.1260
H -5.512 -1.658 -3.788 0.0806
H -4.760 -0.255 -4.426 0.1044
H -3.803 -1.456 -3.519 0.0884
C -1.617 -3.029 2.046 -0.0859
C -0.907 -2.031 2.927 -0.1979
C -0.134 -2.684 4.156 -0.0709
N 0.394 -1.714 5.221 -0.2362
C 1.362 -2.344 6.278 -0.0460
C 2.085 -1.290 7.180 -0.1427
C 2.882 -0.255 6.399 -0.1678
C 1.944 0.358 5.339 -0.1658
C 1.149 -0.609 4.418 -0.0830
C -0.748 -1.126 6.019 0.0255
H -1.142 -4.008 1.990 0.0588
H -1.828 -2.563 1.083 0.0755
H -2.561 -3.220 2.555 0.0754
H -1.739 -1.408 3.256 0.0872
H -0.314 -1.410 2.256 0.0833
H 0.755 -3.170 3.755 0.1158
H -0.691 -3.444 4.702 0.1398
H 2.023 -2.906 5.618 0.1231
H 0.739 -3.103 6.751 0.1384
H 2.779 -1.808 7.841 0.1323
H 1.368 -0.828 7.858 0.1172
H 3.748 -0.725 5.931 0.1191
H 3.238 0.529 7.068 0.1279
H 2.605 0.926 4.684 0.1067
H 1.379 1.183 5.773 0.1103
H 1.849 -1.035 3.699 0.1269
H 0.495 -0.003 3.791 0.0963
H -0.341 -0.341 6.657 0.1030
H -1.432 -1.839 6.480 0.1247
H -1.447 -0.617 5.355 0.0840
C 3.491 -9.270 2.151 -0.0631
C 2.268 -8.390 1.959 -0.2665
C 2.016 -8.166 0.502 -0.1207
N 0.850 -7.127 0.261 -0.1865
C 0.749 -7.020 -1.227 -0.1322
C -0.497 -6.226 -1.653 -0.1393
C -1.765 -6.855 -1.061 -0.1612
C -1.710 -6.958 0.459 -0.1732
C -0.485 -7.746 0.863 -0.0660
C 1.202 -5.643 0.811 0.0665
H 3.491 -9.574 3.198 0.0924
H 4.397 -8.665 2.172 0.0837
H 3.454 -10.041 1.381 0.0952
H 2.343 -7.463 2.527 0.1045
H 1.367 -8.832 2.385 0.1073
H 1.775 -9.106 0.004 0.1447
H 2.879 -7.729 0.000 0.1332
H 0.701 -8.006 -1.688 0.1456
H 1.732 -6.682 -1.555 0.1364
H -0.401 -6.327 -2.734 0.1288
H -0.457 -5.142 -1.545 0.0854
H -1.922 -7.863 -1.446 0.1284
H -2.679 -6.291 -1.244 0.1049
H -2.546 -7.466 0.938 0.1355
H -1.663 -5.910 0.757 0.0920
H -0.600 -8.755 0.469 0.1503
H -0.332 -7.699 1.941 0.1239
H 0.533 -4.926 0.336 0.0752
H 2.243 -5.472 0.537 0.0896
H 1.185 -5.485 1.889 0.0835
B 1.472 0.131 0.447 -1.3246
F 1.038 0.982 -0.549 0.1570
F 0.871 0.618 1.593 0.1525
F 0.913 -1.132 0.155 0.1158
F 2.847 0.102 0.564 0.1733
B -2.268 0.696 -0.836 -1.4541
F -2.252 1.966 -0.486 0.2423
F -3.503 0.197 -1.120 0.1886
F -1.578 0.631 -2.011 0.1414
F -1.545 -0.141 0.004 0.1586
B 1.832 -0.550 -3.349 -1.3265
F 0.706 0.252 -3.325 0.1397
F 1.716 -1.370 -2.233 0.1328
F 1.846 -1.232 -4.512 0.2265
F 2.954 0.278 -3.123 0.1222
B -1.112 -2.730 -2.661 -1.4352
F -0.761 -3.715 -3.594 0.1648
F -1.078 -1.446 -3.096 0.1654
F -2.316 -3.018 -2.087 0.1790
F -0.288 -2.605 -1.619 0.1747